This record from the OMol25 dataset describes C38H35AsF3N4O4SV as an isolated structure in a non-equilibrium geometry. The level of theory is the ωB97M-V functional and the def2-TZVPD basis.

```
87
Properties=species:S:1:pos:R:3:lowdin_spin:R:1
V -0.1284 -0.6729 -0.8666 2.69
N -1.6384 -0.6967 3.4141 0.00
C -1.3454 -0.5292 2.0707 0.01
S -0.5922 -1.8894 1.2865 0.02
N -1.6633 0.6205 1.5643 0.00
N -1.3819 0.7832 0.2135 0.01
C -1.7649 1.9160 -0.2555 0.03
C -1.5566 2.4364 -1.5864 0.01
C -2.0963 3.7067 -1.8518 0.00
C -1.9578 4.3322 -3.0666 0.00
C -1.2414 3.6695 -4.0760 0.01
C -0.6972 2.4306 -3.8573 0.00
C -0.8245 1.7529 -2.6122 0.01
O -0.2995 0.5922 -2.4693 0.04
H -0.9908 -1.3116 3.8827 0.00
H -1.7807 0.1836 3.8892 0.00
H -2.2918 2.5724 0.4410 0.00
H -2.6413 4.2008 -1.0520 0.00
H -2.3829 5.3120 -3.2392 0.00
H -1.1094 4.1448 -5.0417 0.00
H -0.1310 1.9200 -4.6268 0.00
F 4.1408 -2.1122 -3.4838 0.00
C 2.9230 -1.6080 -3.7917 0.00
F 3.0959 -0.7755 -4.8293 0.00
F 2.1802 -2.6381 -4.2318 0.00
C 2.3137 -0.8824 -2.5548 0.01
O 2.7398 0.2417 -2.3469 0.01
O 1.4890 -1.5956 -1.9078 0.03
C 1.5322 0.2045 5.3558 0.00
C 1.1594 1.3751 4.7103 0.00
C 1.3197 1.4964 3.3354 0.00
C 1.8600 0.4529 2.5927 0.00
C 2.2227 -0.7223 3.2450 0.00
C 2.0646 -0.8461 4.6178 0.00
As 1.9806 0.5474 0.6387 0.01
C 3.8644 0.1691 0.4282 0.00
C 4.4679 -1.0770 0.4134 0.00
C 5.8368 -1.1704 0.2013 0.00
C 6.5866 -0.0186 -0.0033 0.00
C 5.9781 1.2285 -0.0029 0.00
C 4.6091 1.3312 0.2125 0.00
C 3.8172 2.5816 0.1974 0.00
C 4.3151 3.8574 -0.0400 0.00
C 3.4528 4.9453 -0.0621 0.00
C 2.0898 4.7688 0.1410 0.00
C 1.5836 3.4963 0.3743 0.00
C 2.4454 2.4127 0.4189 0.00
H 1.4077 0.1093 6.4278 0.00
H 0.7418 2.1992 5.2766 0.00
H 1.0175 2.4119 2.8427 0.00
H 2.6217 -1.5558 2.6793 0.00
H 2.3500 -1.7678 5.1101 0.00
H 3.8776 -1.9779 0.5385 0.00
H 6.3157 -2.1411 0.1786 0.00
H 7.6526 -0.0953 -0.1790 0.00
H 6.5732 2.1156 -0.1833 0.00
H 5.3723 4.0071 -0.2233 0.00
H 3.8439 5.9362 -0.2571 0.00
H 1.4194 5.6179 0.0975 0.00
H 0.5166 3.3502 0.4983 0.00
N 1.8419 -4.1033 -0.0444 0.00
H 1.6073 -3.2035 0.3684 0.00
H 0.9433 -4.5506 -0.2000 0.00
H 2.1668 -3.8489 -0.9742 0.00
C -7.2008 -1.6393 1.1157 0.00
C -5.9129 -1.9738 0.4095 0.01
C -5.3892 -1.1293 -0.5567 0.00
C -4.1790 -1.3982 -1.1922 0.01
C -3.6586 -0.4380 -2.2265 0.00
C -3.5071 -2.5788 -0.8444 0.00
C -2.2139 -2.9075 -1.4779 0.06
O -1.3327 -2.0969 -1.7085 0.02
C -4.0250 -3.4614 0.1131 0.01
C -3.2593 -4.6858 0.5401 0.00
C -5.2200 -3.1364 0.7343 0.00
H -7.6710 -0.7566 0.6839 0.00
H -7.0156 -1.4420 2.1736 0.00
H -7.9074 -2.4693 1.0559 0.00
H -5.9259 -0.2238 -0.8204 0.00
H -4.4405 0.2650 -2.5139 0.00
H -3.3018 -0.9482 -3.1215 0.00
H -2.8164 0.1300 -1.8374 0.00
H -2.0516 -3.9621 -1.7445 0.00
H -2.3166 -4.3886 1.0068 0.00
H -3.0287 -5.3428 -0.3013 0.00
H -3.8356 -5.2606 1.2645 0.00
H -5.6124 -3.7954 1.5025 0.00
```

Calculated values
multiplicity = 4
total charge = -1
⟨S²⟩ = 3.761
HOMO energy (spin up / spin down) = -3.99 / -4.62 eV

=====

This record from the OMol25 dataset describes C38H35BIrN10O2P as an isolated structure. The level of theory is the ωB97M-V functional and the def2-TZVPD basis.

```
88
Properties=species:S:1:pos:R:3:mulliken_charge:R:1
Ir -0.1658 0.5497 0.6686 1.33
C 2.5522 1.5237 -2.4852 -1.61
C 1.5695 0.7292 -1.9197 -0.53
N 1.2437 1.1871 -0.7081 0.39
N 2.0316 2.2741 -0.4671 0.11
C 2.8160 2.4879 -1.5347 -0.15
B 2.2544 2.7075 1.0018 0.39
N 0.9189 3.2134 1.6027 0.39
C 0.6959 4.2177 2.4628 -0.19
C -0.4900 3.9718 3.1312 -1.30
C -0.9441 2.7622 2.6218 -0.30
N -0.0895 2.3353 1.6861 0.26
N 2.5656 1.3647 1.7550 0.61
C 3.6982 0.9706 2.3514 0.02
C 3.5071 -0.2844 2.8937 -1.74
C 2.2026 -0.6100 2.5579 -0.45
N 1.6381 0.3787 1.8601 -0.45
N 3.3268 3.7258 1.2121 0.30
C 3.8845 4.1172 2.3981 -0.35
C 4.5846 5.2686 2.1742 -0.95
C 4.3833 5.5386 0.8044 -0.28
N 3.6219 4.6278 0.2359 -1.07
H 3.0095 1.4126 -3.4519 0.54
H 1.0880 -0.1282 -2.3425 0.78
H 3.5077 3.3120 -1.5165 0.65
H 1.3966 5.0319 2.5473 0.53
H -0.9574 4.5840 3.8818 0.50
H -1.8295 2.1955 2.8584 0.57
H 4.5662 1.6071 2.3513 0.73
H 4.2108 -0.8716 3.4563 0.49
H 1.6585 -1.5023 2.8014 0.62
H 3.7291 3.5627 3.3093 0.63
H 5.1580 5.8360 2.8859 0.46
H 4.7656 6.3588 0.2182 0.48
C -5.3753 -2.4241 -0.3672 -0.80
C -4.9377 -1.3316 0.3658 -0.89
C -3.6196 -0.9072 0.2723 -0.71
C -2.7289 -1.5999 -0.5447 1.93
C -3.1795 -2.6876 -1.3012 -0.20
C -4.4972 -3.0973 -1.2084 -0.87
P -1.0648 -1.0062 -0.9110 -0.20
C 0.0672 -2.5075 -1.0375 1.20
C -0.4315 -3.7165 -0.1878 0.53
C -0.1002 -5.0598 -0.7534 -1.74
C 0.3720 -5.2162 -1.9856 -0.84
C 0.6409 -4.0634 -2.8487 -1.09
C 0.5011 -2.8059 -2.4338 -0.84
C -1.3203 -0.0682 -2.4008 -0.40
C -1.5027 -0.5074 -3.6851 -0.09
C -2.0037 0.3922 -4.6469 -1.05
C -2.3983 1.6467 -4.2714 -0.90
C -2.2988 2.0833 -2.9265 1.01
C -2.8393 3.3162 -2.4926 -0.97
C -2.8138 3.6239 -1.1674 -1.22
C -2.1724 2.7784 -0.2287 -0.29
C -1.5588 1.6175 -0.6091 -0.46
C -1.6897 1.2313 -1.9813 1.09
H -6.4050 -2.7469 -0.2937 0.44
H -5.6269 -0.7970 1.0053 0.50
H -3.2995 -0.0371 0.8230 0.23
H -2.5096 -3.2150 -1.9739 0.25
H -4.8402 -3.9387 -1.7950 0.51
H -1.4841 -3.7132 0.0980 0.63
H -0.3198 -5.9179 -0.1288 0.57
H 0.5565 -6.2065 -2.3786 0.46
H 0.9870 -4.2505 -3.8573 0.51
H 0.7596 -1.9908 -3.0943 0.62
H -1.2939 -1.5294 -3.9696 0.57
H -2.1130 0.0685 -5.6726 0.47
H -2.8273 2.3222 -5.0010 0.46
H -3.2948 3.9821 -3.2139 0.48
H -3.2612 4.5407 -0.8077 0.49
H -2.1679 3.1266 0.7893 0.55
C 1.4197 -4.1367 1.6598 -1.61
C 0.5128 -3.1739 0.9321 1.72
N 1.1717 -2.2307 -0.0347 0.86
O 2.3931 -2.7671 -0.4755 -0.62
C -0.3824 -2.3743 1.8574 -1.21
C -1.1512 -3.0198 2.9595 -1.92
N -0.5722 -1.1392 1.6150 1.53
O -1.3776 -0.2609 2.1539 -0.96
H 2.1650 -3.6045 2.2505 0.31
H 1.9441 -4.7645 0.9444 0.50
H 0.8423 -4.7786 2.3251 0.40
H 3.0121 -2.0308 -0.3954 0.38
H -1.4057 -4.0426 2.6841 0.46
H -2.0548 -2.4573 3.1834 0.46
H -0.5339 -3.0626 3.8605 0.34
```

Calculated values
relative energy (zero: lowest compared OMol25 entry of this formula, charge and spin) = 50.38 kcal per mole
total charge = +2
HOMO energy = -13.48 eV

=====

This record from the OMol25 dataset describes a 5-piece molecular cluster, C38H35BNO11 overall in a non-equilibrium geometry. The level of theory is the ωB97M-V functional and the def2-TZVPD basis.

```
86
Properties=species:S:1:pos:R:3:mulliken_charge:R:1
C -2.4804 0.3174 0.7192 -0.50
C -2.6668 1.4184 0.2759 -0.44
C -2.8764 2.6115 -0.6061 -0.04
C -1.8167 3.6964 -0.2509 -0.69
O -0.6381 3.1128 -0.7865 -0.54
B -1.0265 2.1238 -1.8640 0.98
C -0.2477 2.5504 -3.2432 -0.95
C 1.1325 1.9019 -3.3831 -0.15
C 2.0963 2.3257 -2.2727 -0.36
N 3.3297 1.5239 -2.3312 -0.29
C 4.0120 1.3929 -1.0448 -1.02
C 4.3530 2.7947 -0.5195 0.60
C 4.9432 3.6896 -1.4103 -0.31
C 5.2359 4.9851 -0.9928 -0.68
C 4.9391 5.3502 0.3139 -0.33
C 4.3597 4.4667 1.2099 -0.53
C 4.0627 3.1713 0.7949 0.25
O 3.4560 2.2645 1.6559 -0.59
O -2.5110 2.3048 -1.9111 -0.69
H -2.2601 -0.6973 0.9718 0.80
H -3.8924 3.0026 -0.4848 0.39
H -1.9794 4.5915 -0.8715 0.25
H -1.6718 3.8975 0.8159 0.29
H -0.6916 0.9652 -1.6081 -0.39
H -0.8624 2.1825 -4.0853 0.14
H -0.2007 3.6439 -3.3315 0.25
H 1.5655 2.2810 -4.3197 -0.16
H 1.0815 0.8062 -3.4137 0.39
H 2.3574 3.3750 -2.4626 0.10
H 1.6514 2.2848 -1.2690 0.28
H 3.1649 0.6263 -2.7647 0.29
H 4.9228 0.7928 -1.1333 0.43
H 3.3097 0.9404 -0.3283 0.45
H 5.1158 3.3345 -2.4206 0.39
H 5.6659 5.6780 -1.7082 0.37
H 5.1644 6.3704 0.6144 0.34
H 4.1278 4.7893 2.2193 0.39
H 4.1350 1.6227 1.8912 0.33
C 3.0740 1.1641 -8.3532 -0.39
C 2.6043 1.8799 -7.3342 -0.22
C 1.3307 2.6361 -7.4472 0.38
O 0.9068 3.2868 -6.5221 -0.47
C 0.6018 2.5578 -8.7394 -0.37
C 1.0740 1.8415 -9.7563 -0.37
C 2.3469 1.0883 -9.6426 0.38
O 2.7755 0.4338 -10.5720 -0.57
H 4.0001 0.6067 -8.2917 0.41
H 3.1182 1.9469 -6.3830 0.44
H -0.3253 3.1135 -8.8010 0.42
H 0.5588 1.7725 -10.7061 0.39
C -3.2428 -1.0679 4.4008 -0.31
C -3.3865 -0.9144 5.7139 -0.51
C -2.5091 -1.6298 6.6709 0.21
O -2.6412 -1.4923 7.8714 -0.58
C -1.4619 -2.5224 6.1142 -0.15
C -1.3166 -2.6797 4.7999 -0.13
C -2.1970 -1.9626 3.8444 0.16
O -2.0710 -2.0988 2.6471 -0.52
H -3.8716 -0.5563 3.6813 0.52
H -4.1416 -0.2677 6.1425 0.42
H -0.8370 -3.0285 6.8302 0.43
H -0.5648 -3.3223 4.3690 0.45
C -7.6383 -2.5245 0.6942 -0.37
C -7.6200 -3.1928 -0.4549 -0.41
C -6.4963 -3.0437 -1.4154 0.32
O -6.4878 -3.6570 -2.4630 -0.56
C -5.3969 -2.1230 -1.0434 -0.38
C -5.4140 -1.4525 0.1070 -0.13
C -6.5348 -1.6019 1.0658 0.21
O -6.5564 -0.9989 2.1192 -0.55
H -8.4475 -2.6190 1.4078 0.40
H -8.4133 -3.8708 -0.7447 0.39
H -4.5863 -2.0261 -1.7548 0.50
H -4.6181 -0.7743 0.3930 0.51
C 2.8828 -5.2962 6.0075 -0.36
C 3.5437 -6.3762 6.4158 -0.38
C 2.8686 -7.4427 7.1960 0.35
O 3.4702 -8.4261 7.5705 -0.55
C 1.4277 -7.2591 7.5017 -0.47
C 0.7670 -6.1794 7.0933 -0.19
C 1.4433 -5.1140 6.3137 0.33
O 0.8399 -4.1297 5.9397 -0.40
H 3.3560 -4.5065 5.4380 0.43
H 4.5938 -6.5287 6.2022 0.39
H 0.9536 -8.0484 8.0709 0.40
H -0.2837 -6.0268 7.3065 0.46
```

Calculated values
total charge = -1
HOMO energy = -3.94 eV

=====

Q: Look up the total charge of the third one.
A: -1